The following is a DFT calculation (ωB97M-V with the def2-TZVPD basis set) of a structure of composition C34H38MnN6O6P2 at a distorted geometry.

Last column: Löwdin spin population.
Atoms and positions in Å:
Mn (2.5563, 1.9102, -1.0493)  4.87
P (5.8809, -1.8146, -2.8867)  0.00
P (6.7490, -1.0006, 0.8724)  0.00
O (0.6150, 1.1845, 0.0438)  0.05
O (-4.3571, 5.2516, -0.7994)  0.00
O (-2.7871, -0.3028, 3.2063)  0.00
O (0.5123, 3.3039, -0.5955)  0.04
O (-4.8000, 0.5918, 3.3517)  0.00
O (-5.8200, 4.4103, 0.6189)  0.00
N (-3.6585, 0.5243, 2.8543)  0.00
N (-4.7065, 4.4069, 0.0459)  0.00
N (7.0365, -2.6062, 1.5991)  0.00
N (7.2160, -1.6110, -4.2261)  0.00
N (5.5642, -3.4369, -3.4125)  0.00
N (8.2670, -0.3541, 1.6321)  0.00
C (8.4121, -2.2823, -4.4666)  0.00
C (-3.7765, 3.3734, 0.4509)  0.00
C (4.3401, -3.8183, -3.9633)  0.00
C (1.2353, -2.1469, 2.3246)  0.00
C (2.5005, -2.2545, 0.0430)  0.00
C (7.6155, -1.2626, -0.7318)  0.00
C (0.4446, -4.5680, 0.8623)  0.00
C (-0.0325, 2.3018, -0.0733)  0.01
C (-0.6454, -3.6609, 1.4759)  0.00
C (7.1524, -0.5527, -5.1306)  0.00
C (1.5882, 1.0150, -2.7442)  -0.01
C (7.7802, -4.7476, 1.7430)  0.00
C (1.8868, -3.2883, -0.8523)  0.00
C (9.0906, -1.6601, -5.5082)  0.00
C (5.7998, -5.5624, -4.1722)  0.00
C (-4.1865, 2.5076, 1.4732)  0.00
C (6.2625, -3.2764, 2.5618)  0.00
C (2.4681, -2.5778, 1.5639)  0.00
C (9.2655, -0.9096, 2.4383)  0.00
C (10.2146, 0.0711, 2.7413)  0.00
C (-0.0438, -2.3672, 1.9655)  0.00
C (6.6849, -4.5980, 2.6458)  0.00
C (8.6828, 0.9439, 1.3031)  0.00
C (-2.4815, 3.2849, -0.1375)  0.00
C (1.0723, -4.2962, -0.4699)  0.00
C (7.0331, -2.3921, -1.5883)  0.00
C (-1.5294, 2.3562, 0.3624)  0.00
C (-2.0206, 1.3672, 1.2325)  0.00
C (8.0231, -3.5037, 1.1693)  0.00
C (4.4580, -5.1279, -4.4396)  0.00
C (-3.3088, 1.4662, 1.8120)  0.00
C (8.2876, -0.5672, -5.9345)  0.00
C (9.8361, 1.2544, 2.0145)  0.00
C (6.4413, -4.5211, -3.5207)  0.00
H (8.5308, 0.1519, -6.7215)  0.00
H (10.3288, 2.2156, 2.0312)  0.00
H (8.1070, 1.5134, 0.5996)  0.00
H (2.0329, 0.9155, -3.7337)  0.01
H (0.7688, -5.0144, -1.2289)  0.00
H (5.5183, -2.7370, 3.1507)  0.00
H (8.6682, -1.4873, -0.5245)  0.00
H (9.2462, -1.9360, 2.7475)  0.00
H (3.6853, -5.6825, -4.9397)  0.00
H (7.4438, -4.4981, -3.1208)  0.00
H (3.5195, -3.1255, -3.9746)  0.00
H (6.2785, -6.4870, -4.4598)  0.00
H (11.0515, -0.0234, 3.4164)  0.00
H (6.4827, -3.1270, -0.9812)  0.00
H (8.3720, -5.6259, 1.4985)  0.00
H (-2.2382, 3.9411, -0.9729)  0.00
H (6.2727, -5.3609, 3.3015)  0.00
H (2.0671, -1.2519, -0.1010)  0.00
H (-1.5373, -3.4450, 0.8528)  0.00
H (10.0802, -1.9505, -5.8803)  0.00
H (8.8347, -3.1943, 0.5259)  0.00
H (-5.2247, 2.5304, 1.8419)  0.00
H (0.7366, 1.6942, -2.8413)  0.01
H (6.2954, 0.1100, -5.1274)  0.00
H (7.8750, -2.9049, -2.0797)  0.00
H (2.0227, -3.1169, -1.9319)  0.00
H (7.6121, -0.3084, -1.2667)  0.00
H (-1.0214, -4.2114, 2.3580)  0.00
H (1.2741, -4.5460, 1.5595)  0.00
H (3.2970, -2.0373, 2.0216)  0.00
H (-0.7608, -1.5746, 2.1074)  0.00
H (0.1126, -5.6055, 0.8703)  0.00
H (8.6912, -3.1673, -3.9005)  0.00
H (1.2265, 0.0642, -2.3280)  0.01
H (2.6916, -3.6228, 1.7885)  0.00
H (1.5039, -1.3700, 3.0717)  0.00
H (-1.4145, 0.4948, 1.4690)  0.00
H (3.5524, -2.1056, -0.2654)  0.00

Cartesian forces (eV/Å) of the 2 atoms listed first:
-2.7981 -0.3960 -0.3278
2.7040 -1.7362 -2.3802

## Properties
multiplicity	6
E	-3931.7042	a.u.
HOMO-LUMO gap (spin up / spin down)	0.23783 / 0.23282	hartree
charge	0
HOMO level (spin up / spin down)	-8.3712 / -8.3711	eV
LUMO level (spin up / spin down)	-1.9 / -2.0	eV

***

The following is a DFT calculation (ωB97M-V with the def2-TZVPD basis set) of the molecule C4H7OP at a distorted geometry.

Last column: natural (NBO) charge in e.
Atoms and positions in Å:
P (3.4403, -0.0980, 0.0414)  0.38
O (0.2776, -1.8227, 0.0134)  -0.28
C (0.5873, 0.9075, -0.2509)  -0.55
C (1.8492, 0.3104, -0.0134)  -0.30
C (-0.6185, 0.2480, 0.4687)  -0.35
C (-0.8377, -1.1442, -0.1982)  -0.12
H (-1.6630, -1.4798, 0.3971)  0.18
H (0.5131, 0.8430, -1.2821)  0.24
H (-1.5973, 0.7390, 0.5915)  0.23
H (0.7973, 1.9914, 0.1898)  0.23
H (3.1945, -1.5434, -0.3968)  -0.02
H (-1.0370, -0.8656, -1.2318)  0.17
H (-0.3679, 0.1344, 1.4378)  0.21

Cartesian forces (eV/Å) of the 2 atoms listed first:
-1.8661 -1.0190 -0.3028
0.6197 -1.0160 -0.1073

## Properties
multiplicity	3
E	-572.9656	a.u.
HOMO-LUMO gap (spin up / spin down)	0.28055 / 0.27374	hartree
charge	0
HOMO level (spin up / spin down)	-7.1699 / -9.1104	eV
LUMO level (spin up / spin down)	0.5 / -1.7	eV

***

The following is a DFT calculation (ωB97M-V with the def2-TZVPD basis set) of a cluster of 5 separate species, C21H37ClO9PS in total.

Last column: natural (NBO) charge in e.
Atoms and positions in Å:
Cl (-9.7845, -0.2689, 0.0317)  -0.23
S (-6.8066, -1.2705, -0.0705)  0.30
P (-8.0991, 0.3573, -0.8982)  1.10
O (1.5553, -3.8481, 1.1819)  -0.61
O (-7.4444, 1.4027, 0.1490)  -0.99
O (4.7905, 1.8344, -0.2021)  -0.60
O (1.4950, -1.1162, -3.0242)  -0.58
O (2.9564, -2.6878, 2.4691)  -0.49
O (-1.4371, -2.1227, 1.8754)  -0.49
O (6.8788, 2.5279, 0.1394)  -0.48
O (-1.0548, -0.7931, 0.1297)  -0.62
O (2.7264, 0.7460, -3.1196)  -0.48
C (2.4606, -1.7171, 0.3928)  -0.54
C (-4.8810, 0.0074, -1.6989)  -0.41
C (5.5016, 2.5374, 2.0330)  -0.53
C (-5.3410, -1.3510, -1.1579)  -0.51
C (-1.2794, -3.2078, -0.1960)  -0.54
C (-3.8974, 0.6093, 0.6115)  -0.62
C (7.7032, 2.9210, 1.2549)  -0.07
C (0.6255, 0.9692, -2.1023)  -0.53
C (3.6941, -1.0268, 0.9677)  -0.45
C (2.2498, -2.8800, 1.3376)  0.80
C (-3.7431, 0.6819, -0.9093)  -0.24
C (-1.9363, -4.1608, 0.8019)  -0.42
C (-1.5369, -3.5444, 2.1381)  -0.08
C (5.6281, 2.2554, 0.5480)  0.80
C (-1.2388, -1.9012, 0.5642)  0.81
C (1.6195, 0.0530, -2.7903)  0.79
C (1.1523, 2.3622, -2.4456)  -0.43
C (6.7243, 3.4072, 2.3187)  -0.43
C (2.6467, 2.1017, -2.6256)  -0.08
C (-3.6452, 2.1451, -1.3768)  -0.60
C (3.5956, -1.3959, 2.4428)  -0.07
H (-7.5082, -2.3241, -0.5208)  0.19
H (0.6567, 0.7581, -1.0331)  0.25
H (3.1127, 2.7566, -3.3572)  0.20
H (-5.7020, 0.7173, -1.8058)  0.20
H (8.3949, 3.6835, 0.9086)  0.21
H (-4.4062, 1.4881, 1.0022)  0.21
H (1.5766, -1.0770, 0.4480)  0.24
H (-4.2189, 2.8019, -0.7254)  0.20
H (-4.0358, 2.2714, -2.3858)  0.21
H (8.2702, 2.0470, 1.5801)  0.18
H (-0.2502, -3.4932, -0.4163)  0.29
H (-4.5800, -1.7758, -0.5090)  0.26
H (4.5497, 3.0157, 2.2472)  0.24
H (-7.6074, 2.3316, -0.0995)  0.53
H (-2.8094, 0.2095, -1.2045)  0.24
H (4.5963, -1.4599, 0.5339)  0.22
H (-2.6164, 2.4954, -1.3798)  0.23
H (-1.6153, -5.1947, 0.7067)  0.24
H (-0.5627, -3.8946, 2.4732)  0.22
H (0.7212, 2.6945, -3.3917)  0.21
H (4.5560, -1.4852, 2.9445)  0.20
H (2.9646, -0.7015, 3.0030)  0.18
H (-5.5473, -2.0612, -1.9505)  0.26
H (-0.3790, 0.7675, -2.4648)  0.23
H (-4.4397, -0.2667, 0.9713)  0.18
H (7.1170, 3.3116, 3.3280)  0.23
H (-1.8183, -3.0871, -1.1334)  0.23
H (-2.2683, -3.6855, 2.9297)  0.19
H (-3.0237, -4.1288, 0.6895)  0.19
H (2.5714, -2.0667, -0.6308)  0.26
H (-4.5407, -0.1866, -2.7136)  0.25
H (0.9432, 3.1194, -1.6921)  0.22
H (3.7151, 0.0430, 0.7820)  0.25
H (6.4804, 4.4557, 2.1460)  0.22
H (3.2031, 2.1533, -1.6918)  0.22
H (5.5423, 1.5812, 2.5601)  0.23
H (-2.9199, 0.5598, 1.0815)  0.26

Cartesian forces (eV/Å) of the 2 atoms listed first:
0.0608 -0.0957 0.0952
0.0657 -0.0437 0.4401

## Properties
E	-2699.1173	a.u.
HOMO-LUMO gap	0.27197	hartree
charge	+1
HOMO level	-11.5257	eV
LUMO level	-4.1	eV

***

The following is a DFT calculation (ωB97M-V with the def2-TZVPD basis set) of a cluster of 2 separate species, C30H43N4O2 in total at a distorted geometry.

Last column: Mulliken charge in e.
Atoms and positions in Å:
O (8.1704, 3.6901, 0.9550)  -0.37
O (-6.8015, 4.2966, 1.0186)  -0.37
N (-0.5235, -2.2142, -2.2526)  -0.22
N (5.5527, 2.5651, 0.9718)  0.29
N (-4.6346, 2.4211, 0.8161)  0.19
N (-1.6143, -4.3279, -0.6857)  0.21
C (-2.4006, -5.1727, -1.6470)  -0.65
C (-0.1791, -4.2994, -1.0258)  -1.53
C (-6.4434, 3.5271, 2.1576)  -0.62
C (-0.7809, 0.6212, 0.7732)  0.92
C (7.3950, 3.6605, -0.2367)  -0.74
C (-3.3477, 1.7955, 0.7269)  -0.18
C (-0.9633, 1.9742, 0.4052)  -1.18
C (1.9148, 1.9547, 1.4303)  -0.81
C (-3.5158, -5.8496, -0.8414)  -0.58
C (6.3325, 2.6880, 2.2217)  -0.49
C (0.4942, 0.0037, 0.8073)  -0.45
C (4.2835, 1.9131, 0.9811)  -0.23
C (1.5035, -3.4375, -2.7686)  -0.81
C (4.1397, 0.6051, 0.4847)  -0.14
C (-3.1972, -5.5966, 0.6520)  -0.39
C (-3.1756, 0.4393, 1.0495)  -0.43
C (-6.6094, 3.5731, -0.1881)  -0.70
C (6.4089, 2.4949, -0.2249)  -0.51
C (-1.8678, -4.8265, 0.6961)  -0.69
C (-4.9853, 3.0705, 2.1026)  -0.46
C (2.9211, -0.0150, 0.4631)  -1.27
C (3.1411, 2.5596, 1.4819)  -0.35
C (1.7526, 0.6553, 0.8899)  0.53
C (1.5901, -2.0556, -3.4489)  -0.58
C (0.0260, -3.5883, -2.3569)  0.46
C (-1.9367, -0.1369, 1.0570)  -0.83
C (-5.1494, 3.1503, -0.3640)  -0.42
C (0.2929, -1.3049, -3.0736)  -0.47
C (-2.2062, 2.5412, 0.3860)  -0.29
C (7.3638, 3.8108, 2.1211)  -0.59
H (-6.6357, 4.1488, 3.0422)  0.33
H (-4.0469, -0.1437, 1.2830)  0.52
H (6.8758, 4.7913, 2.0923)  0.34
H (8.0861, 3.5994, -1.0867)  0.34
H (-4.5220, 4.0274, -0.5353)  0.31
H (0.5016, -0.4103, -2.4779)  0.07
H (5.0175, 0.0871, 0.1393)  0.44
H (-7.2726, 2.7006, -0.1634)  0.37
H (6.8650, 4.6169, -0.3160)  0.36
H (-4.7664, 2.3655, 2.9121)  0.39
H (-2.3219, 3.5770, 0.1209)  0.42
H (6.8297, 1.7308, 2.4035)  0.25
H (5.7756, 2.4962, -1.1194)  0.43
H (-5.0326, 2.5067, -1.2432)  0.40
H (-3.9966, -5.0150, 1.1252)  0.26
H (8.0409, 3.8110, 2.9847)  0.33
H (-7.1258, 2.6713, 2.2144)  0.35
H (-4.4921, -5.4337, -1.1161)  0.26
H (3.2464, 3.5516, 1.8893)  0.52
H (2.8336, -1.0202, 0.0881)  0.54
H (0.5141, -1.0718, 0.7425)  0.34
H (-1.0354, -5.4633, 1.0104)  0.34
H (6.9434, 1.5418, -0.2163)  0.34
H (1.6713, -2.1659, -4.5361)  0.27
H (-0.5180, -4.1242, -3.1487)  0.28
H (-3.5645, -6.9200, -1.0710)  0.29
H (5.6465, 2.8482, 3.0610)  0.44
H (-2.7810, -4.5430, -2.4580)  0.26
H (-3.1310, -6.5352, 1.2125)  0.28
H (2.4797, -1.5020, -3.1257)  0.27
H (1.8302, -4.2530, -3.4286)  0.37
H (1.0594, 2.4521, 1.8507)  0.76
H (2.1330, -3.4862, -1.8744)  0.34
H (-6.9511, 4.2139, -1.0122)  0.33
H (-1.5257, -2.1932, -2.4643)  0.25
H (-0.2681, -0.9813, -3.9581)  0.38
H (-4.3164, 3.9225, 2.2466)  0.30
H (-1.8246, -1.1776, 1.3027)  0.48
H (-0.1092, 2.5459, 0.0900)  0.80
H (-1.7267, -5.9034, -2.1050)  0.36
H (-1.8995, -3.9806, 1.3911)  0.16
H (0.3446, -3.7497, -0.2407)  0.53
H (0.2190, -5.3187, -1.0400)  0.34

Cartesian forces (eV/Å) of the 2 atoms listed first:
0.0102 -0.4649 0.0168
0.3959 0.2408 -0.0100

## Properties
E	-1538.1277	a.u.
HOMO-LUMO gap	0.18791	hartree
charge	+1
HOMO level	-10.3804	eV
LUMO level	-5.3	eV

***

The following is a DFT calculation (ωB97M-V with the def2-TZVPD basis set) of a cluster of 2 separate species, C2H2ClOS in total at a distorted geometry.

Last column: natural (NBO) charge in e.
Atoms and positions in Å:
Cl (-1.1308, 1.7693, -0.3234)  -0.16
S (2.2837, 0.6112, 0.5241)  -0.25
O (1.4297, -1.5752, -0.8701)  -0.60
C (1.4144, -0.5388, -0.2226)  0.42
C (-0.9612, 0.0877, 0.1319)  -0.72
H (-1.7651, -0.4211, -0.4792)  0.15
H (-1.2708, 0.0671, 1.2394)  0.15

Cartesian forces (eV/Å) of the 2 atoms listed first:
0.0457 1.4503 -0.3572
-0.1237 -0.0100 -0.0683

## Properties
E	-1011.0157	a.u.
HOMO-LUMO gap	0.23756	hartree
charge	-1
HOMO level	-2.8211	eV
LUMO level	3.6	eV

***

The following is a DFT calculation (ωB97M-V with the def2-TZVPD basis set) of the ion C5H10N4 with charge +2 at a distorted geometry.

Last column: natural (NBO) charge in e.
Atoms and positions in Å:
N (-0.7000, 1.5716, -0.4055)  -0.27
N (-1.3413, 0.3395, -0.1857)  -0.31
N (2.6076, -1.0480, 0.4861)  -0.69
N (1.6217, 1.0246, -0.2385)  -0.61
C (1.5737, -0.2743, 0.1451)  0.58
C (-0.5891, -0.8186, -0.4195)  0.25
C (0.5258, 1.8268, -0.6241)  0.31
C (-0.7892, -1.9295, -1.0609)  -0.38
C (-1.8759, 0.4415, 1.2146)  -0.41
H (-2.4954, 1.4433, 1.2363)  0.29
H (3.4357, -0.5848, 0.6909)  0.43
H (0.0475, -2.5284, -1.3642)  0.29
H (2.5045, 1.3302, -0.4851)  0.44
H (-1.0442, 0.3962, 1.8889)  0.24
H (0.6010, 2.9110, -0.8910)  0.30
H (-1.7933, -2.2720, -1.5175)  0.31
H (-2.1449, 0.2976, -0.9839)  0.50
H (2.4335, -1.8776, 1.0425)  0.47
H (-2.5778, -0.2491, 1.4712)  0.25

Cartesian forces (eV/Å) of the 2 atoms listed first:
-0.3020 1.6013 -2.0368
-1.7285 -0.5370 -0.6499

## Properties
E	-414.6765	a.u.
HOMO-LUMO gap	0.35010	hartree
charge	+2
HOMO level	-19.3139	eV
LUMO level	-9.8	eV

***

Asked for ΔE to the lowest compared entry with this formula, charge and spin across the records above, the calculation gives 35.9, 71.0, 0.0, 123.1, 52.7, 132.0 kcal/mol in order.